1.
C41H48N4O6P2ReSTe | the ωB97M-V functional and the def2-TZVPD basis

Geometry as XYZ:
```
104
C41H48N4O6P2ReSTe | the OMol25 dataset | the ωB97M-V functional and the def2-TZVPD basis
Re 0.512 -1.083 -0.570
N -1.039 -0.139 -1.888
C -0.430 0.893 -2.744
C -1.381 1.914 -3.358
C -2.467 2.507 -2.468
C -1.937 3.393 -1.357
N -2.996 4.223 -0.777
C -3.488 4.145 0.463
N -3.340 3.064 1.207
N -4.180 5.183 0.945
C 0.741 1.476 -1.962
O 1.159 2.591 -2.039
O 1.337 0.519 -1.179
H -1.548 -0.822 -2.440
H -1.704 0.269 -1.228
H 0.071 0.367 -3.567
H -1.872 1.438 -4.208
H -0.764 2.716 -3.767
H -3.113 1.732 -2.044
H -3.114 3.103 -3.117
H -1.164 4.062 -1.742
H -1.463 2.823 -0.557
H -3.309 5.003 -1.331
H -2.934 2.201 0.858
H -3.546 3.111 2.192
H -4.141 6.081 0.497
H -4.546 5.151 1.883
O -1.834 -1.127 2.561
S -1.333 -0.562 1.364
O -2.178 0.419 0.694
O -1.094 -1.721 0.231
O 0.087 -0.094 1.404
C 2.426 -4.425 -0.696
C 3.174 -3.432 0.203
P 2.186 -2.093 0.964
C 3.423 -0.974 1.646
C 4.510 -1.518 2.338
C 5.480 -0.686 2.867
C 5.375 0.691 2.711
C 4.298 1.235 2.028
C 3.322 0.405 1.492
C 1.273 -2.837 2.342
C 0.309 -3.820 2.104
C -0.392 -4.381 3.159
C -0.150 -3.954 4.457
C 0.788 -2.962 4.698
C 1.497 -2.399 3.647
C 2.159 -3.933 -2.122
P 0.937 -2.598 -2.429
C -0.629 -3.417 -2.812
C -0.965 -4.586 -2.131
C -2.212 -5.168 -2.314
C -3.131 -4.588 -3.173
C -2.803 -3.426 -3.861
C -1.560 -2.840 -3.681
C 1.562 -1.821 -3.941
C 1.244 -2.344 -5.196
C 1.816 -1.800 -6.337
C 2.711 -0.744 -6.234
C 3.049 -0.237 -4.986
C 2.479 -0.772 -3.842
H 1.513 -4.777 -0.215
H 3.058 -5.310 -0.794
H 3.979 -2.946 -0.358
H 3.648 -3.971 1.025
H 4.595 -2.589 2.482
H 6.317 -1.110 3.406
H 6.136 1.339 3.125
H 4.208 2.307 1.911
H 2.488 0.840 0.965
H 0.069 -4.134 1.097
H -1.136 -5.141 2.965
H -0.701 -4.390 5.280
H 0.969 -2.619 5.708
H 2.217 -1.618 3.847
H 1.838 -4.766 -2.753
H 3.090 -3.563 -2.559
H -0.255 -5.059 -1.462
H -2.461 -6.079 -1.787
H -4.100 -5.047 -3.320
H -3.510 -2.986 -4.552
H -1.298 -1.958 -4.258
H 0.560 -3.177 -5.289
H 1.566 -2.209 -7.307
H 3.156 -0.324 -7.126
H 3.760 0.576 -4.902
H 2.760 -0.369 -2.876
C 0.008 5.159 2.571
Te 0.604 3.192 1.968
C -0.643 2.531 3.575
C -1.523 3.705 3.928
C -2.666 3.528 4.709
C -3.491 4.603 5.008
C -3.168 5.872 4.540
C -2.033 6.052 3.763
C -1.211 4.974 3.441
H -0.217 5.759 1.690
H 0.819 5.646 3.113
H -0.033 2.210 4.418
H -1.236 1.677 3.253
H -2.903 2.542 5.092
H -4.370 4.456 5.622
H -3.793 6.720 4.792
H -1.776 7.042 3.405
```

Its net charge is +2. For the highest occupied orbital energy (alpha / beta), the calculation gives -11.96 / -11.96 eV. The spin multiplicity is 2. Its gap between HOMO and LUMO (alpha / beta) is 0.1936 / 0.2027 Ha. As for the LUMO energy (alpha / beta): -6.7 / -6.4 eV.

2.
C21H20F3NO7S | the ωB97M-V functional and the def2-TZVPD basis

Geometry as XYZ:
```
53
C21H20F3NO7S | the OMol25 dataset | the ωB97M-V functional and the def2-TZVPD basis
C -3.732 -1.751 -2.493
C -2.540 -1.421 -1.608
O -2.426 -0.005 -1.439
C -2.906 0.546 -0.340
O -3.369 -0.049 0.601
C -2.800 2.077 -0.388
C -2.069 2.594 0.861
N -0.701 2.136 0.860
S -0.186 1.227 2.179
O -1.038 1.598 3.266
O 1.227 1.382 2.348
C -0.509 -0.491 1.764
C -1.520 -1.140 2.450
C -1.778 -2.474 2.184
C -1.035 -3.144 1.226
C -0.029 -2.474 0.540
C 0.781 -3.184 -0.513
F 0.203 -4.337 -0.906
F 0.919 -2.451 -1.626
F 2.007 -3.511 -0.092
C 0.250 -1.139 0.810
C -0.072 2.100 -0.390
C 1.297 1.898 -0.491
C 1.931 1.802 -1.720
C 3.398 1.449 -1.747
C 3.644 0.493 -0.595
O 3.157 -0.605 -0.506
O 4.413 1.047 0.339
C 4.559 0.329 1.561
C 1.189 1.992 -2.877
C -0.165 2.257 -2.795
C -0.810 2.291 -1.566
O -2.164 2.523 -1.554
H -3.645 -1.235 -3.446
H -4.657 -1.445 -2.009
H -3.764 -2.822 -2.670
H -1.605 -1.732 -2.077
H -2.646 -1.888 -0.624
H -3.819 2.480 -0.416
H -2.083 3.690 0.845
H -2.546 2.240 1.774
H -2.083 -0.588 3.184
H -2.562 -2.989 2.715
H -1.235 -4.182 1.006
H 1.053 -0.638 0.292
H 1.859 1.806 0.422
H 4.021 2.334 -1.617
H 3.645 0.961 -2.690
H 5.453 0.718 2.042
H 3.680 0.505 2.187
H 4.656 -0.740 1.362
H 1.663 1.930 -3.844
H -0.759 2.413 -3.681
```

For the highest occupied orbital energy, the calculation gives -8.54 eV. As for the SMILES: CCOC(=O)[C@H]1CN(S(=O)(=O)c2cccc(C(F)(F)F)c2)c2cc(CC(=O)OC)ccc2O1. Its gap between HOMO and LUMO is 0.3301 Ha. As for the LUMO energy: 0.4 eV.

3.
CHO3Rb | the ωB97M-V functional and the def2-TZVPD basis

Geometry as XYZ:
```
6
CHO3Rb | the OMol25 dataset | the ωB97M-V functional and the def2-TZVPD basis
Rb -2.106 0.704 -15.868
O -4.018 -2.779 -14.393
C -2.980 -2.032 -14.089
O -1.790 -2.387 -14.245
O -3.128 -0.858 -13.676
H -4.745 -2.171 -14.235
```

Its net charge is +1. For the highest occupied orbital energy (alpha / beta), the calculation gives -16.94 / -16.25 eV. The spin multiplicity is 2. Its gap between HOMO and LUMO (alpha / beta) is 0.4691 / 0.3176 Ha. As for the LUMO energy (alpha / beta): -4.2 / -7.6 eV.

4.
C5H10N2 | the ωB97M-V functional and the def2-TZVPD basis

Geometry as XYZ:
```
17
C5H10N2 | the OMol25 dataset | the ωB97M-V functional and the def2-TZVPD basis
C -2.054 0.121 0.537
C -1.008 0.118 -0.269
N -0.215 0.903 -1.096
C 0.260 -0.447 -0.692
C 1.285 -0.685 0.387
C 2.225 0.380 0.800
N 1.143 -0.038 1.682
H -2.698 0.990 0.616
H -2.293 -0.769 1.108
H 0.209 1.712 -0.649
H 0.327 -1.121 -1.545
H 1.594 -1.727 0.445
H 3.225 0.129 1.145
H 2.152 1.334 0.280
H 0.357 0.609 1.669
H -2.424 -0.752 -1.880
H -2.083 -0.755 -2.539
```

For the highest occupied orbital energy, the calculation gives -8.99 eV. As for the SMILES: C=C1N[C@H]1[C@H]1CN1.[H][H]. Its gap between HOMO and LUMO is 0.3692 Ha. As for the LUMO energy: 1.1 eV.

5.
C3H7N3O3 | the ωB97M-V functional and the def2-TZVPD basis

Geometry as XYZ:
```
16
C3H7N3O3 | the OMol25 dataset | the ωB97M-V functional and the def2-TZVPD basis
C 1.286 -1.206 -0.164
C -0.028 -0.535 -0.316
N -0.957 -0.316 0.845
N -0.434 0.203 1.946
O 0.536 1.006 1.850
O -0.826 -0.091 3.057
C 0.047 0.636 -1.371
N -0.851 1.540 -1.134
O 0.785 0.819 -2.425
H 1.639 -1.417 -1.147
H 1.167 -2.099 0.752
H 1.976 -0.352 0.260
H -0.550 -1.117 -1.114
H -1.408 -1.144 1.099
H -0.869 2.277 -1.807
H -1.513 1.795 -0.329
```

For the highest occupied orbital energy, the calculation gives -10.08 eV. As for the SMILES: C[C@@H](N[N+](=O)[O-])C(N)=O. Its gap between HOMO and LUMO is 0.3730 Ha. As for the LUMO energy: 0.1 eV.

6.
C4H13NP | the ωB97M-V functional and the def2-TZVPD basis

Geometry as XYZ:
```
19
C4H13NP | the OMol25 dataset | the ωB97M-V functional and the def2-TZVPD basis
C 2.396 0.853 0.175
C -2.890 1.515 0.004
C 1.621 -0.171 -0.636
C -0.263 -1.819 -0.178
N 1.016 -1.219 0.253
P -1.652 -0.506 0.086
H 3.217 0.401 0.727
H 2.817 1.599 -0.492
H 1.734 1.371 0.872
H -2.222 2.267 0.380
H -3.175 1.624 -1.030
H -3.677 1.196 0.663
H 2.261 -0.661 -1.374
H 0.798 0.321 -1.164
H -0.194 -2.130 -1.220
H 0.852 -0.791 1.176
H 1.695 -1.977 0.397
H -1.613 -0.520 1.476
H -2.721 -1.351 -0.115
```

Its net charge is +1. For the highest occupied orbital energy (alpha / beta), the calculation gives -12.19 / -12.19 eV. Its gap between HOMO and LUMO (alpha / beta) is 0.2739 / 0.2738 Ha. As for the LUMO energy (alpha / beta): -4.7 / -4.7 eV.

7.
C54H47N9OPSTi | the ωB97M-V functional and the def2-TZVPD basis

Geometry as XYZ:
```
114
C54H47N9OPSTi | the OMol25 dataset | the ωB97M-V functional and the def2-TZVPD basis
Ti 0.155 0.590 -0.101
C -2.781 -3.278 2.205
N -2.267 -1.932 2.053
C -1.586 -1.449 0.985
N -1.265 -0.180 1.194
C -1.768 0.185 2.411
C -2.391 -0.919 2.965
C -3.070 -1.131 4.253
C -2.322 -1.280 5.418
C -2.958 -1.485 6.630
C -4.342 -1.548 6.684
C -5.090 -1.409 5.526
C -4.458 -1.203 4.312
C -1.668 1.568 2.893
C -1.042 2.551 2.122
C -0.977 3.866 2.551
C -1.526 4.230 3.773
C -2.145 3.266 4.551
C -2.222 1.954 4.117
P -1.243 -2.396 -0.542
C -1.625 -1.101 -1.742
N -1.234 0.172 -1.645
C -1.815 0.829 -2.695
C -2.538 -0.069 -3.450
N -2.413 -1.285 -2.836
C -3.053 -2.515 -3.238
C -3.334 0.152 -4.660
C -3.060 -0.548 -5.832
C -3.801 -0.304 -6.975
C -4.811 0.645 -6.959
C -5.081 1.351 -5.796
C -4.347 1.106 -4.648
C -1.703 2.273 -2.908
C -1.961 3.153 -1.859
C -1.890 4.519 -2.065
C -1.571 5.014 -3.321
C -1.322 4.143 -4.369
C -1.386 2.776 -4.166
C 0.586 -2.280 -0.614
N 1.268 -1.135 -0.639
C 2.591 -1.463 -0.727
C 2.717 -2.832 -0.747
N 1.438 -3.343 -0.669
C 1.072 -4.737 -0.731
C 3.929 -3.645 -0.866
C 4.820 -3.388 -1.904
C 5.989 -4.124 -2.012
C 6.271 -5.120 -1.092
C 5.387 -5.380 -0.056
C 4.221 -4.643 0.061
C 3.649 -0.459 -0.836
C 3.636 0.457 -1.886
C 4.650 1.394 -2.000
C 5.684 1.412 -1.074
C 5.711 0.486 -0.042
C 4.699 -0.450 0.079
H -2.066 -3.989 1.796
H -3.735 -3.387 1.688
H -2.924 -3.481 3.264
H -1.242 -1.227 5.370
H -2.375 -1.597 7.532
H -4.838 -1.706 7.630
H -6.168 -1.456 5.568
H -5.041 -1.079 3.409
H -0.571 2.335 1.159
H -0.495 4.599 1.922
H -1.477 5.254 4.111
H -2.586 3.536 5.499
H -2.731 1.235 4.737
H -3.899 -2.274 -3.877
H -3.408 -3.046 -2.356
H -2.360 -3.151 -3.790
H -2.251 -1.266 -5.854
H -3.578 -0.845 -7.885
H -5.383 0.840 -7.854
H -5.864 2.097 -5.784
H -4.547 1.661 -3.742
H -2.223 2.761 -0.879
H -2.091 5.198 -1.248
H -1.512 6.081 -3.481
H -1.055 4.525 -5.344
H -1.166 2.097 -4.977
H 1.871 -5.283 -1.227
H 0.151 -4.839 -1.305
H 0.927 -5.146 0.270
H 4.596 -2.609 -2.620
H 6.678 -3.919 -2.818
H 7.182 -5.694 -1.180
H 5.610 -6.151 0.667
H 3.545 -4.830 0.885
H 2.846 0.418 -2.628
H 4.632 2.099 -2.819
H 6.479 2.138 -1.168
H 6.531 0.485 0.664
H 4.722 -1.182 0.876
N 1.030 2.300 -0.810
C 1.399 2.735 -1.837
N 1.806 3.310 -2.882
C 1.883 2.664 -4.020
N 1.981 2.117 -5.032
O 1.439 0.712 1.636
S 2.548 0.553 2.631
C 3.407 2.163 2.616
C 3.313 2.748 4.019
C 1.934 2.367 4.548
C 1.794 0.878 4.262
H 2.822 2.736 1.893
H 4.414 2.031 2.230
H 3.469 3.827 3.995
H 4.088 2.321 4.659
H 1.154 2.919 4.021
H 1.829 2.574 5.614
H 0.767 0.521 4.184
H 2.335 0.268 4.985
```

Its net charge is +1. For the highest occupied orbital energy (alpha / beta), the calculation gives -8.03 / -10.13 eV. The spin multiplicity is 3. Its gap between HOMO and LUMO (alpha / beta) is 0.2162 / 0.2927 Ha. As for the LUMO energy (alpha / beta): -2.1 / -2.2 eV.

8.
C4H9N3O | the ωB97M-V functional and the def2-TZVPD basis

Geometry as XYZ:
```
17
C4H9N3O | the OMol25 dataset | the ωB97M-V functional and the def2-TZVPD basis
C -1.351 1.737 1.645
C -0.385 -1.240 0.566
C -0.229 0.453 -1.205
C 1.682 -0.772 -1.715
H -0.115 2.351 1.648
H -2.334 2.535 1.632
H -1.231 0.837 2.428
H -0.615 -2.061 -0.340
H 0.742 -1.306 0.902
H -1.084 -1.321 1.436
H -0.971 1.243 -1.602
H 1.678 -1.629 -2.429
H 3.144 -1.605 -0.793
N -0.640 0.211 0.077
N 0.721 0.089 -2.015
N 2.671 -0.531 -0.754
O -1.683 1.011 0.520
```

For the highest occupied orbital energy, the calculation gives -8.96 eV. Its gap between HOMO and LUMO is 0.3499 Ha. As for the LUMO energy: 0.6 eV.

9.
C10H12BKO14 | the ωB97M-V functional and the def2-TZVPD basis

Geometry as XYZ:
```
38
C10H12BKO14 | the OMol25 dataset | the ωB97M-V functional and the def2-TZVPD basis
K -1.274 1.153 -0.620
O 6.659 -1.466 -0.016
C 6.057 -0.551 -0.477
O 4.923 -0.032 -0.004
B 4.523 1.116 -0.812
O 5.522 1.239 -1.867
C 6.443 0.287 -1.729
O 7.394 0.108 -2.421
O 4.438 2.377 -0.015
C 3.238 2.903 -0.114
O 2.813 3.883 0.424
C 2.398 1.943 -0.994
O 3.139 0.916 -1.306
O 1.236 2.072 -1.289
C -3.619 -0.741 1.894
O -4.852 -0.027 1.740
C -4.821 1.011 0.926
O -3.858 1.352 0.263
O -5.986 1.621 0.943
C -6.131 2.763 0.084
H -3.853 -1.582 2.535
H -2.864 -0.089 2.328
H -3.248 -1.113 0.940
H -5.696 3.633 0.577
H -7.200 2.911 -0.011
H -5.645 2.591 -0.870
C -1.849 -3.419 -0.925
O -0.464 -3.386 -0.636
C -0.001 -2.315 -0.007
O -0.676 -1.348 0.302
O 1.269 -2.498 0.250
C 2.010 -1.440 0.872
H -2.209 -2.480 -1.347
H -2.437 -3.649 -0.035
H -2.003 -4.206 -1.657
H 1.494 -0.490 0.761
H 2.978 -1.369 0.389
H 2.153 -1.679 1.923
```

For the highest occupied orbital energy, the calculation gives -9.32 eV. Its gap between HOMO and LUMO is 0.3134 Ha. As for the LUMO energy: -0.8 eV.

10.
C32H31Ge2N3O2S2V | the ωB97M-V functional and the def2-TZVPD basis

Geometry as XYZ:
```
73
C32H31Ge2N3O2S2V | the OMol25 dataset | the ωB97M-V functional and the def2-TZVPD basis
V 1.018 -0.914 -0.116
C -2.397 0.529 2.396
C -2.438 -0.456 3.368
C -1.443 -1.418 3.395
C -0.420 -1.367 2.459
N -0.417 -0.443 1.481
C -1.381 0.485 1.462
C 0.750 -2.284 2.527
C 0.975 -3.110 3.617
C 2.127 -3.880 3.661
C 3.038 -3.800 2.624
C 2.758 -2.950 1.571
N 1.645 -2.210 1.523
H -3.137 1.315 2.353
H -3.230 -0.473 4.104
H -1.470 -2.191 4.147
H -1.321 1.218 0.670
H 0.278 -3.149 4.440
H 2.314 -4.525 4.510
H 3.954 -4.373 2.628
H 3.433 -2.843 0.734
C -3.012 1.169 -5.186
Ge -3.638 -0.028 -3.773
C -4.164 1.005 -2.189
C -5.011 -1.270 -4.387
Ge -1.666 -1.331 -3.062
C -0.531 -2.093 -4.443
C -1.101 -2.152 -5.715
C -0.421 -2.742 -6.774
C 0.840 -3.275 -6.569
C 1.425 -3.216 -5.308
C 0.747 -2.630 -4.255
C -1.695 -2.379 -1.408
C -2.800 -2.343 -0.564
C -2.828 -3.110 0.597
C -1.753 -3.920 0.925
C -0.636 -3.961 0.098
C -0.605 -3.192 -1.057
H -3.849 1.779 -5.528
H -2.623 0.623 -6.044
H -2.243 1.847 -4.814
H -5.235 1.210 -2.217
H -3.637 1.959 -2.180
H -3.948 0.484 -1.256
H -5.903 -0.705 -4.657
H -5.282 -1.985 -3.611
H -4.679 -1.823 -5.265
H -2.092 -1.748 -5.890
H -0.883 -2.791 -7.751
H 1.371 -3.741 -7.389
H 2.411 -3.635 -5.151
H 1.240 -2.576 -3.293
H -3.663 -1.736 -0.814
H -3.705 -3.088 1.232
H -1.791 -4.537 1.814
H 0.193 -4.616 0.336
H 0.235 -3.301 -1.732
O 2.852 -1.649 -1.200
S 3.375 -0.365 -1.714
O 4.653 0.062 -1.288
N 2.068 0.586 -1.266
C 1.220 0.528 -2.273
S -0.436 0.428 -1.840
C 1.813 0.294 -3.594
C 1.303 0.538 -4.856
C 2.116 0.251 -5.946
C 3.392 -0.277 -5.777
C 3.909 -0.531 -4.507
C 3.091 -0.230 -3.445
H 0.317 0.962 -4.994
H 1.753 0.449 -6.945
H 4.000 -0.484 -6.647
H 4.906 -0.928 -4.366
```

Its net charge is +2. For the highest occupied orbital energy (alpha / beta), the calculation gives -13.94 / -14.48 eV. The spin multiplicity is 4. Its gap between HOMO and LUMO (alpha / beta) is 0.2672 / 0.2851 Ha. As for the LUMO energy (alpha / beta): -6.7 / -6.7 eV.

Number 1: strongest force on any atom 0.0121 hartree/bohr. Number 2: strongest force on any atom 0.0213 hartree/bohr. Number 3: strongest force on any atom 0.0226 hartree/bohr. Number 4: strongest force on any atom 0.0068 hartree/bohr. Number 5: strongest force on any atom 0.1178 hartree/bohr. Number 6: strongest force on any atom 0.0573 hartree/bohr. Number 7: strongest force on any atom 0.0303 hartree/bohr. Number 8: strongest force on any atom 0.1368 hartree/bohr. Number 9: strongest force on any atom 0.0142 hartree/bohr. Number 10: strongest force on any atom 0.0207 hartree/bohr.